Entry 1:
{
  "formula": "C5H5NO",
  "method": "ωB97M-V/def2-TZVPD",
  "elements": ["N", "C", "C", "C", "C", "C", "O", "H", "H", "H", "H", "H"],
  "xyz": [[-0.904, 2.650, 1.070], [-0.449, 1.760, 0.484], [0.080, 0.653, -0.273], [1.261, 0.759, -0.883], [-0.259, -1.514, 0.881], [-0.718, -0.632, -0.274], [-0.127, -1.104, 2.006], [1.661, -0.078, -1.450], [1.862, 1.660, -0.821], [-0.027, -2.568, 0.627], [-0.593, -1.155, -1.227], [-1.788, -0.432, -0.140]],
  "forces_ev_per_angstrom": [[0.464, -0.915, -0.606], [-0.411, 0.846, 0.546], [0.245, 0.023, -0.114], [-0.120, 0.004, 0.054], [0.032, 0.125, 0.402], [-0.033, 0.011, -0.032], [-0.067, -0.220, -0.518], [-0.069, 0.138, 0.072], [-0.141, -0.090, -0.024], [-0.085, 0.036, 0.063], [0.033, 0.062, 0.170], [0.153, -0.022, -0.013]],
  "homo_energy_ev": -10.11,
  "relative_energy_kj_mol": 130.76,
  "e_tot_ha": -323.469880,
  "gap_ev": 10.397,
  "largest_force_ev_per_a": 1.19
}



Entry 2:
{
  "formula": "C5H5NO",
  "method": "ωB97M-V/def2-TZVPD",
  "elements": ["O", "C", "C", "C", "N", "C", "C", "H", "H", "H", "H", "H"],
  "xyz": [[1.304, 0.779, -1.635], [1.238, 1.064, -0.263], [-2.587, -0.920, -0.054], [-1.474, -0.670, 0.583], [-0.462, -0.489, 1.260], [0.662, 0.129, 0.728], [1.959, 0.249, 0.763], [1.420, -0.176, -1.733], [1.126, 2.144, -0.160], [-3.373, -0.174, -0.093], [-2.730, -1.872, -0.550], [2.917, -0.064, 1.154]],
  "forces_ev_per_angstrom": [[0.049, -0.296, -0.108], [-0.123, 0.326, 0.231], [0.112, 0.015, 0.094], [0.163, 0.006, 0.183], [-0.391, -0.028, -0.375], [0.270, 0.021, -0.043], [-0.135, -0.124, 0.022], [-0.011, 0.145, -0.053], [0.043, -0.167, 0.021], [0.121, -0.063, 0.012], [0.047, 0.103, 0.058], [-0.146, 0.061, -0.042]],
  "homo_energy_ev": -9.07,
  "relative_energy_kj_mol": 386.12,
  "e_tot_ha": -323.372621,
  "gap_ev": 9.812,
  "largest_force_ev_per_a": 0.54
}



Entry 3:
{
  "formula": "C5H5NO",
  "method": "ωB97M-V/def2-TZVPD",
  "elements": ["C", "C", "C", "C", "C", "H", "H", "H", "H", "H", "N", "O"],
  "xyz": [[1.886, -0.608, -0.007], [0.193, 0.676, -0.021], [-1.078, 1.039, -0.009], [-1.119, -1.053, 0.024], [0.235, -0.769, -0.116], [2.339, -1.305, -0.823], [2.149, -0.881, 1.089], [1.872, 1.181, 0.744], [-1.632, 1.924, -0.394], [-1.766, -1.881, 0.051], [1.650, 0.780, -0.072], [-1.902, -0.025, 0.076]],
  "forces_ev_per_angstrom": [[-2.649, -4.770, 1.244], [1.987, -2.875, -1.371], [-1.740, 4.748, -0.866], [2.295, -3.834, -0.295], [-1.395, 1.009, 1.638], [-0.073, 2.083, 1.398], [0.110, -0.146, -2.068], [1.874, 2.152, 3.354], [0.816, -0.422, 1.141], [0.204, -1.743, 0.035], [-1.560, 1.969, -3.750], [0.132, 1.829, -0.459]],
  "homo_energy_ev": -8.40,
  "relative_energy_kj_mol": 456.70,
  "e_tot_ha": -323.345738,
  "gap_ev": 9.335,
  "largest_force_ev_per_a": 5.60
}



Entry 4:
{
  "formula": "C5H5NO",
  "method": "ωB97M-V/def2-TZVPD",
  "elements": ["O", "C", "C", "C", "C", "C", "N", "H", "H", "H", "H", "H"],
  "xyz": [[0.445, 2.674, -0.415], [-0.023, 1.567, -0.520], [0.741, 0.329, -0.151], [0.385, -0.369, 1.131], [0.061, -1.027, -0.183], [-1.326, -1.117, -0.586], [-2.438, -1.179, -0.903], [-1.053, 1.410, -0.896], [1.793, 0.357, -0.420], [-0.441, 0.029, 1.713], [1.193, -0.795, 1.716], [0.663, -1.878, -0.486]],
  "forces_ev_per_angstrom": [[-0.111, -0.452, -0.117], [0.146, 0.238, 0.081], [0.097, 0.107, -0.097], [-0.035, 0.005, 0.194], [-0.010, -0.147, -0.063], [-0.897, -0.020, -0.275], [1.088, 0.060, 0.313], [0.029, 0.047, 0.110], [-0.173, 0.006, 0.054], [0.080, -0.087, -0.123], [-0.126, 0.084, -0.109], [-0.086, 0.158, 0.032]],
  "homo_energy_ev": -10.29,
  "relative_energy_kj_mol": 136.14,
  "e_tot_ha": -323.467833,
  "gap_ev": 10.811,
  "largest_force_ev_per_a": 1.13
}



Entry 5:
{
  "formula": "C5H5NO",
  "method": "ωB97M-V/def2-TZVPD",
  "elements": ["C", "C", "C", "C", "C", "N", "O", "H", "H", "H", "H", "H"],
  "xyz": [[1.263, 0.623, -0.431], [1.231, -0.708, -0.427], [-1.750, 0.111, -0.354], [0.125, 0.770, 0.559], [0.122, -0.787, 0.575], [-1.124, 1.162, -0.047], [-1.259, -1.097, -0.067], [1.831, 1.360, -0.964], [1.757, -1.480, -0.958], [-2.713, 0.114, -0.842], [0.308, 1.322, 1.480], [0.209, -1.388, 1.475]],
  "forces_ev_per_angstrom": [[-0.098, -0.046, 0.121], [-0.108, -0.149, -0.044], [-0.077, 0.180, 0.026], [0.027, -0.119, 0.242], [-1.579, -0.221, -0.738], [-0.231, 0.663, -0.129], [1.864, -0.222, 0.928], [0.212, 0.173, -0.166], [0.166, -0.114, -0.129], [-0.117, -0.081, -0.116], [0.067, -0.064, 0.026], [-0.125, -0.001, -0.021]],
  "homo_energy_ev": -9.56,
  "relative_energy_kj_mol": 198.13,
  "e_tot_ha": -323.444222,
  "gap_ev": 10.632,
  "largest_force_ev_per_a": 2.09
}



Entry 6:
{
  "formula": "C5H5NO",
  "method": "ωB97M-V/def2-TZVPD",
  "elements": ["O", "C", "C", "C", "C", "C", "N", "H", "H", "H", "H", "H"],
  "xyz": [[-1.852, -0.966, 1.857], [-1.249, -1.006, 0.828], [-0.436, 0.488, 0.281], [1.016, 0.825, 0.489], [0.563, 0.563, -0.915], [0.324, -0.798, -1.239], [-0.063, -1.894, -1.312], [-1.004, -1.837, -0.045], [-1.166, 1.284, 0.291], [1.685, 0.116, 0.969], [1.274, 1.869, 0.684], [0.621, 1.319, -1.709]],
  "forces_ev_per_angstrom": [[0.804, -0.245, -1.461], [0.736, 1.213, -0.528], [-0.707, -0.015, 0.790], [-0.146, -0.184, 0.239], [-0.682, -0.393, 0.162], [0.709, -1.477, -1.272], [1.151, 0.586, -1.012], [-1.143, 1.111, 2.332], [0.020, 0.096, 0.337], [-0.185, 0.003, -0.044], [-0.189, -0.327, -0.057], [-0.368, -0.369, 0.514]],
  "homo_energy_ev": -9.50,
  "relative_energy_kj_mol": 337.30,
  "e_tot_ha": -323.391213,
  "gap_ev": 10.240,
  "largest_force_ev_per_a": 2.82
}